No. 1
51
Properties=species:S:1:pos:R:3 method="wB97M-V/def2-TZVPD" e_above_lowest_kcal_mol=126.2 homo_ev=-7.0 max_force_ev_per_a=7.34 total_charge=-1 orbital_gap_ev=9.67
C -0.762 -0.030 -0.299
C 0.036 -0.963 0.628
C 1.000 -1.818 -0.170
O 2.159 -2.218 0.550
C -2.000 0.389 0.324
N -2.081 1.654 0.841
C -1.040 2.592 1.087
O -3.129 -0.123 0.023
H -0.049 0.725 -0.709
H -1.198 -0.619 -1.123
H 0.598 -0.376 1.486
H -0.731 -1.642 1.167
H 0.519 -2.806 -0.520
H 1.379 -1.280 -1.117
H -3.082 1.863 1.122
H -0.756 3.304 0.320
H -0.285 2.013 1.675
H -1.489 3.489 1.771
H 0.817 0.139 -3.129
H 2.036 0.491 -2.109
O 1.335 0.869 -2.786
H -2.005 -3.262 1.117
H -2.716 -2.448 2.125
O -2.596 -3.333 1.814
H 1.964 1.673 0.944
H 2.126 3.209 0.991
O 1.775 2.496 0.545
H 1.912 -0.346 2.516
H 1.340 -1.893 2.890
O 1.348 -1.032 3.426
H 3.028 -0.863 -0.830
H 2.858 0.387 0.067
O 3.110 0.088 -0.926
H -3.719 -2.101 -2.572
H -3.051 -1.348 -1.392
O -2.905 -2.003 -2.118
H 3.422 0.329 1.900
H 2.590 -1.402 0.877
O 2.675 0.195 1.489
H -0.870 -1.520 -3.166
H -0.732 -0.396 -4.187
O -0.278 -1.167 -3.737
H 1.660 2.673 -2.473
H 1.831 3.114 -1.042
O 1.500 3.459 -1.908
H 0.114 -1.452 4.706
H -0.987 -0.297 4.609
O -0.855 -1.230 4.918
H -1.172 2.179 -2.302
H 0.036 1.920 -3.210
O -0.918 1.990 -3.253

---

No. 2
9
Properties=species:S:1:pos:R:3 method="wB97M-V/def2-TZVPD" e_above_lowest_kcal_mol=148.8 homo_ev=-9.2 max_force_ev_per_a=2.03 total_charge=0 orbital_gap_ev=8.96
N -1.223 0.152 -0.539
N -1.582 -0.310 0.666
N -0.066 0.137 -0.920
O 0.389 0.461 -1.988
O 2.204 0.445 0.474
O 1.021 -0.275 0.384
H -0.899 -0.345 1.350
H -2.539 -0.535 0.891
H 2.695 0.270 -0.318